Record 1
Molecular formula: C12H10BN10O2PtS
Method: DFT, ωB97M-V with the def2-TZVPD basis set

Its spin multiplicity is 3. The total charge is -1.

```
37
Properties=species:S:1:pos:R:3:forces:R:3:mulliken_charge:R:1
Pt 1.0642 0.8281 0.3631 0.307 0.441 0.211 0.36
S -0.6814 3.3893 0.7875 -0.032 0.051 0.173 0.22
O 0.6397 2.0247 -2.4399 -0.101 -0.040 0.031 -0.57
O -2.0786 3.5591 0.3424 0.029 -0.054 -0.074 -0.44
N -0.8396 4.1080 -4.7051 0.025 0.023 -0.033 -0.54
N 0.2808 2.6316 -0.3587 -0.016 -0.435 -0.010 -0.63
N -0.6050 0.0733 1.9669 -0.160 -0.091 -0.302 -0.75
N 0.1817 2.8714 -1.6672 0.033 0.102 0.007 1.07
N -1.0280 -1.1299 1.5155 0.173 -0.082 0.168 0.62
N -0.1325 -1.8790 -0.7827 0.311 -0.204 0.133 0.59
N 1.3494 -1.9523 1.2664 0.031 -0.177 -0.107 0.60
N 2.0556 -0.8117 1.1399 -0.394 -0.054 -0.004 -0.61
N -0.5353 6.2180 -0.8761 -0.031 0.052 0.005 -0.56
N 0.7017 -0.9988 -1.3767 -0.250 0.008 -0.138 -0.63
C -2.7351 -0.2550 2.6098 -0.009 0.018 0.002 -0.88
C 0.4640 -1.0785 -2.6765 -0.019 -0.014 -0.017 -0.34
C -0.8656 -2.5281 -1.7066 -0.072 0.064 0.032 -0.23
C 3.2756 -1.0490 1.5938 0.132 0.096 0.013 -0.15
C -0.3729 4.0145 -2.1811 0.024 0.201 -0.098 0.58
C -0.4844 5.2112 -1.4367 0.075 -0.167 -0.073 0.11
C -0.5227 -2.0397 -2.9488 0.004 0.009 0.008 -0.85
C 3.3826 -2.3753 2.0246 -0.020 -0.009 -0.021 -0.83
C 2.1322 -2.9086 1.7903 -0.005 0.030 0.060 -0.23
C -2.2961 -1.3509 1.8973 0.030 0.000 -0.031 -0.21
C -1.6314 0.6054 2.6195 0.062 0.049 0.071 -0.37
C -0.6058 4.0433 -3.5786 0.002 -0.048 0.134 0.07
B -0.0999 -2.1153 0.7469 -0.082 0.195 -0.085 -0.05
H -2.7912 -2.2720 1.6384 -0.004 -0.009 0.006 0.42
H 0.9983 -0.4388 -3.3596 -0.010 0.021 0.022 0.47
H -1.5290 1.5714 3.0871 -0.012 0.022 -0.065 0.56
H 4.0117 -0.2631 1.5889 -0.013 0.017 -0.002 0.42
H -0.9276 -2.3251 -3.9043 0.000 -0.009 -0.002 0.38
H 1.7399 -3.8952 1.9665 -0.011 -0.007 -0.030 0.42
H -1.5854 -3.2741 -1.4120 0.019 -0.032 -0.001 0.41
H -0.4673 -3.2414 0.9779 -0.030 0.026 -0.008 -0.18
H 4.2422 -2.8706 2.4397 0.006 0.013 0.005 0.37
H -3.7048 -0.0969 3.0483 0.005 -0.007 0.019 0.38
```
Forces are in eV/Å.

---

Record 2
Molecular formula: C17H19N3OS
Method: DFT, ωB97M-V with the def2-TZVPD basis set

The total charge is 0. The SMILES is O=C(CSc1ccc(-c2ccccc2)nn1)N1CCCCC1.

```
41
Properties=species:S:1:pos:R:3:forces:R:3:mulliken_charge:R:1
S -0.6553 -0.8116 1.4091 -0.142 -0.292 0.000 -0.18
O -0.5759 -4.0227 -0.2432 0.259 -0.164 -0.038 -0.67
N -2.5030 -2.8658 -0.3147 -0.391 -0.142 0.131 0.09
N 1.3096 0.4973 0.2208 -0.834 -0.751 0.068 -0.18
N 2.2548 1.3760 0.1179 1.002 0.788 -0.222 -0.64
C 0.5812 0.4223 1.3233 0.090 0.208 0.133 0.52
C -3.2876 -4.0793 -0.4372 0.108 -0.476 -0.193 -0.94
C 5.0437 4.3366 -0.6966 0.047 0.032 -0.025 -0.57
C -0.3695 -1.6573 -0.1841 0.189 0.212 0.269 -0.83
C -4.0025 -1.6200 -1.7770 -0.194 -0.049 0.258 -0.62
C 2.5247 2.2299 1.0969 -0.594 -0.282 0.478 0.37
C 4.0045 3.4618 -0.4481 -0.080 -0.018 0.098 -0.34
C 5.3747 4.6177 1.6607 0.085 0.104 0.039 -0.64
C -3.9947 -4.1159 -1.7906 -0.173 0.083 0.246 -0.60
C 3.6312 3.1616 0.8621 0.382 0.308 -0.131 1.04
C 4.3332 3.7449 1.9153 -0.133 -0.104 -0.112 -0.54
C -4.8596 -2.8695 -1.9605 0.221 -0.009 -0.243 -0.67
C 0.7619 1.3019 2.4032 0.158 -0.068 -0.303 -0.53
C 1.7608 2.2327 2.2826 -0.034 -0.206 -0.302 -0.63
C 5.7294 4.9205 0.3567 0.051 0.027 0.022 -0.38
C -3.2991 -1.6654 -0.4180 -0.054 0.414 -0.356 -0.71
C -1.1597 -2.9556 -0.2526 0.314 0.242 0.168 0.77
H -3.2513 -1.5733 -2.5683 0.049 0.066 -0.024 0.27
H -4.0255 -4.1024 0.3727 0.012 -0.014 -0.004 0.34
H -4.6052 -5.0171 -1.8568 0.022 -0.059 -0.035 0.35
H -0.6175 -0.9661 -0.9887 0.031 -0.062 -0.048 0.39
H 3.4639 2.9959 -1.2569 -0.020 -0.019 -0.071 0.42
H -5.3244 -2.8647 -2.9477 -0.089 0.005 0.028 0.33
H -5.6569 -2.8751 -1.2133 -0.086 0.003 0.015 0.30
H -3.2442 -4.1534 -2.5825 0.041 -0.060 -0.030 0.30
H 0.6915 -1.8987 -0.2300 -0.212 -0.049 -0.121 0.54
H 4.0854 3.5007 2.9378 -0.029 -0.024 0.089 0.30
H 0.1273 1.2342 3.2730 -0.030 0.038 0.120 0.40
H 1.9412 2.9587 3.0603 0.027 0.044 0.050 0.33
H -4.0517 -1.6864 0.3801 0.045 0.076 -0.005 0.19
H -2.6884 -0.7771 -0.2745 -0.024 -0.070 0.060 0.47
H 6.5419 5.6051 0.1629 0.063 0.050 -0.015 0.38
H -4.6181 -0.7213 -1.8363 0.020 0.059 -0.032 0.35
H 5.3225 4.5650 -1.7147 0.009 0.018 -0.080 0.37
H 5.9147 5.0613 2.4846 0.042 0.024 0.055 0.37
H -2.6078 -4.9253 -0.3277 -0.146 0.114 0.066 0.46
```
Forces are in eV/Å.

---

Record 3
Molecular formula: C34H34ClGe2N6O5PdS
Method: DFT, ωB97M-V with the def2-TZVPD basis set

Its spin multiplicity is 6. The total charge is 0.

```
84
Properties=species:S:1:pos:R:3:forces:R:3:mulliken_charge:R:1
Pd -0.3114 -0.7737 -0.7870 -0.080 -0.284 -0.364 -0.54
Ge -0.1291 -1.1592 1.6722 -0.351 -0.214 -0.714 1.38
Ge 3.6843 0.8620 3.0549 0.066 -0.138 1.267 0.82
Cl 2.9087 -4.0493 -2.5428 0.015 -0.086 -0.479 -0.17
S -2.4793 1.8150 -0.3907 0.360 1.597 -1.665 0.89
O 3.0568 1.1186 1.3608 0.180 0.926 -0.509 -0.46
O 1.5261 0.5340 -0.1375 0.028 0.363 0.423 -0.59
O -3.9124 1.9281 -0.5206 0.527 -0.385 0.367 -0.66
O 1.7079 -0.5745 1.8980 -0.388 0.381 -0.371 -0.35
O -1.8504 1.3074 0.7868 -0.270 0.539 -0.002 -0.35
N -0.0855 -0.4481 -3.2882 -0.104 -0.075 -0.264 0.19
N -1.4274 -2.4907 -1.5990 0.019 0.322 0.315 -0.67
N 2.2183 0.2194 0.8791 -0.575 -1.721 -0.341 0.57
N -1.8024 0.8435 -1.6036 0.832 -0.675 2.085 0.29
N -0.4923 -4.4802 -5.3381 -0.261 0.316 0.327 -0.60
N -1.3156 -4.5078 -2.9719 0.236 -0.375 -1.387 -0.72
C 0.3579 -5.9156 2.3454 0.743 -0.177 0.855 -0.47
C -2.6714 0.8702 -5.6115 -1.204 0.576 -1.569 -0.60
C 2.2372 -4.1823 -0.9991 0.317 0.234 0.783 -0.39
C -1.1400 0.2256 -3.7944 -0.038 -0.554 -0.506 0.35
C -0.9053 5.6466 -2.4583 0.846 -1.015 1.412 1.16
C 0.0128 4.7397 -1.8354 -0.700 0.258 -0.790 -0.88
C -0.5993 -0.4975 -5.9934 0.023 0.901 0.915 -0.55
C 0.6759 -1.1657 -4.1086 -0.127 0.891 0.456 -0.22
C 4.9353 2.3322 3.1743 1.006 -1.082 0.168 -1.31
C -3.4303 1.6698 -4.8097 1.770 -0.590 3.361 -1.24
C -1.4095 -1.5509 5.5812 0.561 -0.365 0.352 -0.91
C -0.8986 -4.4067 -4.2515 0.041 -0.498 0.812 0.52
C -0.4137 3.6365 -1.1007 0.198 0.646 0.053 -0.43
C -2.2871 -0.5233 5.8053 -1.607 1.395 1.186 -0.25
C -2.5316 0.4832 4.8720 0.492 -0.062 -1.314 -0.79
C 1.2392 -3.6796 2.2652 1.585 0.863 0.230 0.35
C -3.0880 1.7009 -3.4283 -0.136 -0.268 -0.820 -0.51
C -1.7922 3.4540 -0.9594 -0.392 -0.673 -0.108 0.08
C -1.0248 -4.0212 1.7074 0.204 -0.886 0.748 -0.20
C -1.3599 -3.4458 -2.2716 0.118 0.680 0.153 0.68
C -0.7660 -1.6031 4.3754 -0.154 0.140 -0.896 -0.31
C -1.0332 -0.6898 3.3253 0.233 -0.029 1.217 0.11
C -2.6964 4.3796 -1.5332 -0.267 -1.494 1.381 -0.25
C 0.0370 -3.1146 1.8864 -0.616 -0.914 -0.427 -0.14
C 4.5966 -0.8576 3.2903 0.878 1.367 0.099 -1.19
C -1.8839 0.3857 3.6039 -0.049 -0.078 1.210 0.15
C 2.2573 1.2513 4.3492 1.521 0.658 -0.009 -1.21
C -1.4956 0.2492 -5.1713 1.769 -1.675 0.642 0.50
C -2.2619 5.5086 -2.1804 0.718 -0.420 -0.899 -0.71
C 1.4249 -5.0435 2.4971 0.287 0.776 0.150 -0.60
C -0.4318 6.7398 -3.3230 1.292 0.983 1.062 -1.71
C -2.0129 0.9136 -2.8749 -1.189 1.285 -1.132 0.49
C -0.8547 -5.4113 1.9744 -1.476 1.279 -0.653 -0.57
C 0.4845 -1.1541 -5.4834 0.477 -1.334 -1.004 -0.72
H 3.9045 -1.6141 3.5245 -0.917 -1.081 -0.081 0.36
H -4.2614 2.2073 -5.1351 -1.229 0.619 -0.629 0.51
H -1.7354 -6.0703 1.9250 0.479 0.394 -0.066 0.34
H -1.9771 1.1832 2.8930 -0.327 0.028 -0.185 0.50
H 5.4503 2.2260 4.1371 -0.081 0.050 -0.096 0.39
H 2.3893 -5.3611 2.8834 -0.135 -0.180 -0.162 0.36
H 2.0633 -2.9341 2.4244 -0.448 -1.132 -0.086 -0.10
H -1.1426 -2.3159 6.3198 -0.413 0.468 -0.087 0.39
H -1.0092 6.9303 -4.1784 -1.105 0.216 -1.000 0.41
H -0.0680 -2.4102 4.2612 0.222 -0.214 -0.366 0.39
H 5.2239 -1.0936 2.4203 -0.204 -0.079 0.357 0.34
H -3.7534 4.1320 -1.4228 0.214 0.312 -0.057 0.47
H -3.6819 2.2008 -2.6809 -0.291 0.173 -0.355 0.66
H 1.0906 4.7766 -2.0067 -0.332 0.478 -0.089 0.33
H 1.1485 -1.7761 -6.1608 -0.889 0.995 1.007 0.30
H 1.9265 -5.1788 -0.6703 0.048 0.603 -0.117 0.34
H -0.6481 -0.4248 -7.0329 -0.622 -0.112 -1.596 0.51
H -3.2222 1.3415 5.0650 0.746 -0.980 -0.039 0.36
H -3.1193 0.7590 -6.6084 0.996 -0.286 0.076 0.39
H 1.7659 0.3745 4.6909 -0.518 -0.670 0.344 0.33
H -2.0410 -3.7009 1.5306 -0.025 0.260 -0.356 0.41
H 1.5728 1.9298 3.8880 -0.676 0.297 -0.400 0.36
H 1.5151 -1.6847 -3.6770 0.045 -0.218 0.223 0.28
H 2.5656 -3.3773 -0.3245 -0.465 -0.667 -0.201 0.21
H 0.4122 3.0377 -0.6923 -0.915 -0.330 0.007 0.40
H 5.2163 -0.7446 4.1999 0.006 0.038 -0.527 0.43
H -2.8299 -0.4276 6.7588 0.372 -0.270 -0.362 0.31
H 0.5634 6.5795 -3.6586 0.950 -0.631 -0.491 0.40
H 4.4608 3.2667 3.1600 -0.874 1.324 0.053 0.40
H 5.7009 2.3609 2.4078 0.106 -0.227 -0.215 0.36
H -0.2724 7.6783 -2.7746 -0.616 -0.044 0.099 0.33
H -2.9396 6.1762 -2.6871 -0.326 0.124 0.202 0.39
H 2.7156 1.8203 5.1812 -0.178 -0.477 -0.218 0.44
H 0.4489 -6.9352 2.7025 0.047 -0.093 -0.389 0.40
```
Forces are in eV/Å.

---

Total energy: -46359.081; -35290.252; -194847.342 (eV)
Energy relative to the best compared isomer or geometry (same formula, charge and spin): 3.1; 33.2; 0.0 (kcal per mole)